ORCA calculation (ωB97M-V/def2-TZVPD) on a cluster of 7 separate species, C34H88F3N6O8S in total at a distorted geometry.

## Properties
Energy above the lowest of the compared OMol25 structures with the same formula, charge and spin = 70.1 kcal per mole
Kohn-Sham gap = 0.259 Ha
HOMO = -15.78 eV
Total charge = +5

Each line ends with the Mulliken charge.
Atoms and positions in Å:
1 C 1.1090 -1.0196 -3.5004  0.551
2 F 2.2925 -1.6856 -3.3173  -0.208
3 F 1.2591 0.0474 -4.3478  -0.231
4 F 0.1376 -1.7711 -4.0315  -0.197
5 S 0.5001 -0.3483 -1.8322  1.087
6 O 1.6579 -0.0620 -0.9648  -0.643
7 O -0.3031 0.7918 -2.0999  -0.644
8 O -0.2487 -1.5236 -1.3101  -0.712
9 C 1.5573 -9.3026 -3.3304  -0.772
10 N 1.6097 -7.8803 -3.8847  -0.224
11 C 0.2671 -7.1974 -3.6444  -0.912
12 C 2.6909 -7.1418 -3.0310  -0.844
13 C 1.9604 -7.8151 -5.4286  -0.425
14 C 2.9625 -8.7777 -5.9530  -0.601
15 O 4.1363 -8.8164 -5.2717  -0.523
16 H 2.6162 -9.5059 -3.1709  0.388
17 H 1.2069 -9.9673 -4.1200  0.327
18 H 0.9337 -9.2151 -2.4407  0.365
19 H 0.2770 -7.2487 -2.5557  0.417
20 H -0.5996 -7.6888 -4.0865  0.352
21 H 0.4128 -6.1940 -4.0446  0.428
22 H 3.5804 -7.6974 -3.3280  0.408
23 H 2.5129 -7.1964 -1.9570  0.329
24 H 2.6598 -6.1255 -3.4237  0.398
25 H 2.1319 -6.7730 -5.6983  0.442
26 H 1.0563 -8.0458 -5.9920  0.343
27 H 3.2793 -8.4422 -6.9405  0.349
28 H 2.6794 -9.8289 -6.0062  0.401
29 H 4.6441 -9.6005 -5.4931  0.353
30 C -0.9264 6.4967 3.5147  -0.751
31 N -0.6623 5.1516 2.7171  -0.147
32 C -1.5796 5.2849 1.4712  -0.983
33 C 0.7118 5.2505 2.0485  -0.949
34 C -0.8100 3.7901 3.4870  -0.442
35 C -1.8636 3.7449 4.5097  -0.698
36 O -2.9929 4.0865 3.8137  -0.468
37 H -1.9177 6.3142 3.9296  0.343
38 H -0.8439 7.3622 2.8573  0.352
39 H -0.0826 6.3776 4.1943  0.387
40 H -2.6190 5.3347 1.7958  0.340
41 H -1.4305 4.5012 0.7285  0.439
42 H -1.4509 6.2431 0.9680  0.462
43 H 0.7908 6.1077 1.3798  0.362
44 H 0.9294 4.2338 1.7212  0.474
45 H 1.3379 5.3041 2.9392  0.417
46 H 0.1295 3.6670 4.0257  0.340
47 H -0.8040 2.9829 2.7544  0.399
48 H -1.5594 4.3516 5.3626  0.363
49 H -2.1135 2.7823 4.9560  0.430
50 H -3.7081 4.0769 4.4540  0.330
51 C 5.7960 -0.3351 1.7507  -1.072
52 N 6.7987 0.8332 1.8600  -0.060
53 C 8.1580 0.3921 1.2343  -0.794
54 C 6.2026 2.0412 1.0160  -0.919
55 C 7.0726 1.2518 3.3499  -0.552
56 C 5.8204 1.6582 4.1916  -0.652
57 O 4.8851 2.5298 3.5720  -0.445
58 H 4.9004 -0.0268 2.2902  0.408
59 H 6.1310 -1.1877 2.3414  0.417
60 H 5.6466 -0.6416 0.7154  0.423
61 H 8.9384 0.1176 1.9440  0.343
62 H 8.6666 1.3123 0.9469  0.410
63 H 8.0193 -0.2619 0.3734  0.340
64 H 5.1441 2.1947 1.2259  0.363
65 H 6.2720 1.7324 -0.0270  0.449
66 H 6.8774 2.8932 1.0996  0.367
67 H 7.7947 2.0653 3.2798  0.464
68 H 7.5299 0.3428 3.7405  0.392
69 H 6.1872 2.3455 4.9540  0.486
70 H 5.3050 0.8081 4.6386  0.328
71 H 4.6933 3.2148 4.2167  0.304
72 C 1.3447 5.4245 -6.1190  -0.954
73 N 0.6678 5.9080 -7.4798  -0.102
74 C -0.8847 5.8451 -7.2946  -0.864
75 C 1.1283 7.4051 -7.7362  -0.756
76 C 1.2329 4.9140 -8.6005  -0.425
77 C 0.7727 5.1248 -10.0306  -0.622
78 O 1.3460 6.3188 -10.6141  -0.507
79 H 2.4326 5.4087 -6.1851  0.384
80 H 1.0843 4.4867 -5.6282  0.420
81 H 1.1798 6.2682 -5.4489  0.395
82 H -1.2902 4.8338 -7.3270  0.316
83 H -1.2526 6.4102 -8.1510  0.425
84 H -1.1749 6.3741 -6.3869  0.375
85 H 0.8855 7.8931 -6.7923  0.393
86 H 0.6727 7.8338 -8.6288  0.336
87 H 2.2030 7.4764 -7.9041  0.358
88 H 0.8451 3.9252 -8.3556  0.372
89 H 2.3141 4.9351 -8.4640  0.401
90 H -0.3055 5.2475 -10.1331  0.353
91 H 0.9494 4.2121 -10.5996  0.360
92 H 0.6150 6.6888 -11.1146  0.344
93 C -0.0216 -4.3605 4.6271  -1.016
94 N 0.6890 -3.1925 5.3189  0.064
95 C 1.1290 -2.1360 4.2902  -0.950
96 C -0.3167 -2.5200 6.2777  -0.885
97 C 1.8941 -3.6853 6.2359  -0.408
98 C 2.8404 -4.6984 5.4942  -0.725
99 O 3.4417 -4.1834 4.4038  -0.441
100 H -0.2891 -5.1253 5.3562  0.379
101 H 0.6258 -4.8310 3.8870  0.398
102 H -0.7778 -3.8786 4.0074  0.417
103 H 0.4701 -2.2068 3.4248  0.412
104 H 1.9876 -2.5376 3.7519  0.320
105 H 1.3817 -1.2001 4.7884  0.364
106 H 0.1447 -1.6768 6.7918  0.396
107 H -0.5985 -3.2378 7.0481  0.386
108 H -1.1584 -2.2037 5.6616  0.401
109 H 1.4683 -4.3928 6.9473  0.381
110 H 2.4728 -2.7969 6.4888  0.359
111 H 2.2239 -5.5682 5.2672  0.343
112 H 3.5895 -5.1975 6.1088  0.483
113 H 4.2194 -4.6736 4.1270  0.323
114 C -10.4854 0.4863 4.2071  -1.230
115 C -9.0474 0.7136 3.7459  -0.208
116 C -8.4895 -0.4608 2.8439  -0.877
117 N -7.1563 -0.2174 2.1130  0.298
118 C -6.0063 -0.1639 3.0765  -0.991
119 C -6.8456 -1.3360 1.0690  -0.674
120 C -5.8284 -0.7270 0.1360  -0.558
121 C -6.3308 0.6773 -0.0929  -0.573
122 C -7.2411 1.0483 1.1240  -0.589
123 H -11.0094 1.3818 4.5412  0.360
124 H -10.3936 0.0258 5.1907  0.322
125 H -10.9845 -0.1110 3.4440  0.354
126 H -8.4712 0.8585 4.6598  0.296
127 H -9.0333 1.6374 3.1676  0.335
128 H -9.1603 -0.6222 2.0000  0.420
129 H -8.4728 -1.4282 3.3458  0.388
130 H -5.1532 0.2778 2.5614  0.433
131 H -5.8839 -1.1724 3.4713  0.313
132 H -6.2070 0.5044 3.9139  0.315
133 H -6.5342 -2.2227 1.6210  0.453
134 H -7.7195 -1.5626 0.4582  0.421
135 H -4.8314 -0.6334 0.5667  0.262
136 H -5.7850 -1.4608 -0.6688  0.409
137 H -5.4933 1.3748 -0.0750  0.272
138 H -6.8796 0.8085 -1.0254  0.368
139 H -6.8758 1.9969 1.5175  0.337
140 H -8.2173 1.0030 0.6412  0.345

Force components x, y, z for each atom (eV/Å):
C -0.319 1.648 0.894
F -1.531 0.491 -0.957
F 0.658 -1.192 0.464
F 1.112 -0.311 0.081
S 0.314 -2.998 3.200
O -0.156 -0.076 -1.309
O -0.810 1.334 -1.012
O 0.782 1.185 -0.980
C 0.722 1.183 -1.215
N -0.171 -0.158 -0.506
C 1.678 -0.104 0.231
C -0.700 -0.589 -2.062
C -1.179 0.097 0.944
C 0.653 -1.057 -1.428
O 2.328 0.713 2.689
H -0.328 -0.586 0.494
H -0.433 -0.019 0.398
H 0.254 -0.656 -0.079
H -0.906 0.629 -0.069
H 0.385 -0.229 -0.057
H -0.468 0.082 0.313
H 0.300 0.567 0.271
H -0.375 -0.142 -0.255
H 0.407 0.027 0.373
H 0.543 0.031 0.505
H -0.392 -0.140 0.415
H -1.102 0.066 -0.660
H -1.280 0.186 -0.343
H 0.064 0.015 -0.093
C 0.818 -3.083 0.002
N -1.263 1.514 -3.143
C -1.146 -0.169 0.618
C -0.179 -1.392 2.880
C 2.587 0.518 -0.494
C -0.097 -0.506 0.483
O -2.131 1.211 -0.039
H 0.235 0.644 0.253
H -0.008 -0.330 0.032
H -0.489 1.027 0.657
H 0.127 -0.513 0.104
H 0.165 -0.214 0.412
H 0.719 0.010 0.302
H -0.047 -0.467 0.047
H -0.051 0.393 -1.075
H 0.678 0.710 -0.316
H 0.349 0.187 -0.140
H -0.497 0.324 -0.293
H -0.417 0.705 0.022
H 1.203 -0.629 -0.111
H -0.587 0.220 -0.214
C 0.540 0.630 1.263
N -0.277 0.009 -0.530
C -0.060 1.879 0.294
C 0.945 -1.575 -0.287
C -1.232 -0.369 -1.386
C 0.708 0.986 0.219
O -0.360 -0.311 -0.962
H -0.253 0.240 -0.669
H 0.611 0.038 -0.206
H -0.093 0.398 0.134
H -0.830 -1.146 0.496
H -0.488 0.257 -0.762
H -0.069 0.019 0.371
H 0.468 0.119 0.513
H 0.040 -0.242 0.021
H -0.354 0.022 0.525
H -0.054 -0.091 0.048
H 0.041 0.306 0.444
H 0.799 -1.079 0.681
H 0.181 -0.150 -0.093
H -0.086 0.096 -0.179
C 0.330 1.894 -0.532
N 0.917 -1.320 0.578
C 1.337 0.789 -1.121
C -0.238 -1.378 0.653
C -1.181 0.428 0.499
C -0.160 1.528 -0.210
O -0.333 -1.075 0.604
H -0.018 -0.013 -0.787
H -0.896 -0.028 -0.840
H -0.399 -0.244 0.213
H 0.494 -0.019 0.117
H -0.289 -0.131 0.110
H 0.296 -0.142 -0.007
H -0.167 0.342 -0.377
H -0.403 -0.325 0.330
H -0.011 -0.552 0.150
H 0.138 0.013 0.534
H -0.107 0.123 -0.226
H -0.286 -0.231 0.625
H 0.674 0.002 -0.053
H 0.302 0.373 -0.424
C 1.065 0.906 -0.428
N 0.477 0.109 1.021
C 0.673 -2.084 -0.378
C 0.574 -0.606 -0.544
C 0.657 -1.378 -2.532
C -1.248 -1.142 1.398
O 0.664 1.644 -2.246
H -0.508 0.398 -0.062
H 0.427 0.166 0.250
H -0.622 -0.434 0.604
H -0.922 1.034 0.589
H 0.604 0.029 0.735
H -0.518 -0.078 -0.316
H 0.149 -0.016 -0.318
H -0.179 -0.062 -0.272
H -0.006 -0.012 0.248
H -0.191 1.074 0.822
H -0.503 -0.106 0.715
H -0.461 -0.151 -0.438
H -0.101 0.706 1.087
H -0.004 -0.175 0.146
C 0.668 -0.563 0.744
C 0.653 0.013 -0.691
C -0.660 0.807 -0.337
N -0.457 0.756 -0.874
C -0.465 0.671 -0.166
C 0.039 0.538 1.052
C 0.321 -0.834 0.591
C 0.292 0.729 0.213
C 0.669 -1.917 -0.906
H 0.009 0.318 -0.996
H -0.417 -1.038 -0.312
H -0.642 0.137 0.522
H 0.475 0.016 -0.272
H 0.352 0.026 -0.145
H -0.324 0.183 0.105
H 0.493 0.101 0.260
H 0.163 -0.599 0.025
H 0.393 0.137 -0.171
H -0.450 -0.025 -0.135
H -0.048 0.038 -0.094
H -0.388 0.152 0.518
H -0.001 -0.507 0.075
H 0.245 0.659 -0.560
H 0.017 -0.088 -0.453
H 0.028 0.004 0.108
H -0.776 -0.315 0.648
H -0.407 0.551 1.170